(i)
A structure of composition H8O4. Source: OMol25; level of theory: wB97M-V/def2-TZVPD.

Last column: Löwdin charge in e.
Element x y z (Å)
O 1.192 0.896 0.664  -0.05
H 0.523 0.483 0.118  -0.15
H 1.849 1.211 0.043  0.04
O -0.817 1.969 -1.055  -0.06
H -0.974 1.062 -0.793  -0.05
H -1.632 2.424 -0.843  0.03
O -0.423 -0.238 -0.293  -0.07
H -1.315 -0.550 -0.141  0.12
H 0.112 -0.724 0.334  -0.06
O 0.155 -1.984 0.657  0.04
H 0.955 -1.767 1.136  0.10
H 0.375 -2.781 0.173  0.11

Properties
E_LUMO, eV: 0.302

=====

(ii)
A cluster of 4 separate species, H8O4 in total. Source: OMol25; level of theory: wB97M-V/def2-TZVPD.

Last column: Löwdin charge in e.
Element x y z (Å)
O -2.585 15.199 23.942  -0.07
H -3.038 15.934 23.553  -0.06
H -1.642 15.373 23.901  0.02
O -7.290 16.224 21.263  -0.02
H -7.512 15.532 21.868  0.03
H -6.394 16.119 21.100  -0.06
O -3.736 17.356 23.099  0.00
H -4.142 17.214 22.258  0.00
H -3.017 17.920 22.935  0.04
O -4.608 16.688 20.542  -0.03
H -4.833 17.535 20.123  0.09
H -4.676 16.036 19.858  0.06

Properties
E_LUMO, eV: 0.173

=====

(iii)
A cluster of 4 separate species, H8O4 in total. Source: OMol25; level of theory: wB97M-V/def2-TZVPD.

Last column: Löwdin charge in e.
Element x y z (Å)
O -38.502 25.190 14.618  -0.05
H -38.782 25.801 13.891  0.02
H -38.814 25.371 15.446  -0.03
O -40.011 29.427 14.143  0.01
H -39.689 30.328 13.877  0.08
H -39.782 28.988 13.460  -0.13
O -38.656 26.126 10.006  -0.07
H -39.042 25.628 9.224  0.09
H -38.504 27.039 9.693  0.06
O -39.743 26.858 12.583  0.07
H -39.391 26.704 11.833  -0.10
H -40.629 26.632 12.472  0.05

Properties
E_LUMO, eV: 0.285

=====

Stability ranking, top entry: (ii); the second entry is 24.2 kcal/mol less favorable.

=====

(i)
A cluster of 4 separate species, H8O4 in total. Source: OMol25; level of theory: wB97M-V/def2-TZVPD.

Last column: Löwdin charge in e.
Element x y z (Å)
O 0.956 0.976 -0.709  -0.07
H 1.763 1.064 -1.227  0.04
H 0.963 0.050 -0.388  0.00
O -1.890 -0.769 -1.273  -0.04
H -1.986 0.031 -1.803  0.06
H -2.653 -1.316 -1.493  0.06
O 1.062 1.628 2.489  -0.07
H 1.281 1.662 1.546  0.01
H 0.266 2.163 2.571  0.03
O 0.431 -1.736 -0.055  -0.08
H 0.253 -2.422 0.596  0.05
H -0.445 -1.333 -0.256  0.01

Properties
E_LUMO, eV: 0.506

=====

(ii)
A cluster of 4 separate species, H8O4 in total. Source: OMol25; level of theory: wB97M-V/def2-TZVPD.

Last column: Löwdin charge in e.
Element x y z (Å)
O 1.797 -6.364 4.633  -0.05
H 1.179 -6.227 5.350  0.03
H 2.486 -5.734 4.807  0.02
O -1.716 1.750 -2.000  -0.04
H -1.100 1.225 -2.528  0.06
H -1.316 2.620 -2.059  0.02
O -0.991 -0.409 -0.254  -0.07
H -0.448 -0.135 0.496  0.03
H -1.113 0.456 -0.682  -0.01
O 0.753 4.072 -2.684  -0.02
H 0.452 4.453 -1.872  0.03
H 0.017 4.293 -3.207  0.01

Properties
E_LUMO, eV: 0.303

=====

Stability ranking, top entry: (i); the second entry is 12.5 kcal/mol less favorable.

=====

(i)
A cluster of 14 separate species, H28O14 in total. Source: OMol25; level of theory: wB97M-V/def2-TZVPD.

Last column: Löwdin charge in e.
Element x y z (Å)
H 0.251 -0.632 -1.479  0.07
H 0.538 0.213 -0.249  0.04
H 1.069 -5.123 -1.240  0.03
H 2.035 -3.966 -1.438  0.02
H -3.864 -0.448 0.150  -0.03
H -3.717 0.448 1.369  0.02
H -0.111 1.761 1.163  0.01
H 1.080 2.705 1.141  0.05
H -3.771 -0.459 -1.554  0.05
H -4.549 -1.636 -2.118  0.07
H 1.836 0.676 3.668  0.02
H 0.727 0.441 4.680  0.03
H -1.511 0.523 1.377  0.03
H -1.230 1.449 2.549  0.02
H 4.786 1.033 -2.587  0.03
H 5.558 1.166 -1.284  0.04
H -2.568 -3.882 0.023  0.03
H -3.150 -2.735 0.831  0.00
H 2.062 -1.996 1.749  0.02
H 3.167 -3.005 2.014  0.03
H -0.585 3.727 -2.551  0.03
H -2.035 3.341 -2.306  0.03
H -1.773 3.887 0.871  0.02
H -3.026 4.265 1.644  0.04
H 2.490 -0.934 -3.094  0.03
H 2.142 -1.555 -1.751  0.03
H 2.611 2.081 -1.410  0.05
H 2.175 0.823 -2.141  0.03
O 0.945 -0.428 -0.842  -0.10
O 1.127 -4.162 -1.182  -0.06
O -3.840 -0.473 1.113  -0.06
O 0.244 2.547 1.594  -0.04
O -4.271 -1.238 -1.286  -0.04
O 1.407 -0.021 4.177  -0.05
O -1.857 0.788 2.236  -0.05
O 5.064 0.529 -1.814  -0.06
O -2.390 -3.326 0.790  -0.06
O 2.458 -2.521 2.453  -0.06
O -1.215 3.010 -2.690  -0.06
O -2.510 3.503 1.360  -0.06
O 1.878 -1.552 -2.678  -0.06
O 2.320 1.175 -1.256  -0.08

Properties
E_LUMO, eV: -0.430

=====

(ii)
A cluster of 14 separate species, H28O14 in total. Source: OMol25; level of theory: wB97M-V/def2-TZVPD.

Last column: Löwdin charge in e.
Element x y z (Å)
O 2.376 2.360 -2.809  -0.08
H 3.166 2.245 -2.218  0.04
H 1.671 1.779 -2.429  0.00
O -1.289 -1.987 3.418  -0.09
H -0.502 -1.357 3.501  0.02
H -2.003 -1.703 4.007  0.05
O 3.017 -2.337 0.298  -0.06
H 3.977 -2.369 0.164  0.04
H 2.934 -1.570 -0.211  -0.08
O -1.524 -1.776 0.724  -0.07
H -1.547 -2.102 1.638  0.01
H -2.239 -2.259 0.268  0.09
O 0.824 -0.437 3.652  -0.03
H 1.439 -0.746 2.974  0.07
H 1.344 -0.237 4.442  0.08
O 0.649 2.476 -0.400  -0.03
H 1.242 3.184 -0.596  0.07
H 0.426 2.702 0.503  0.08
O -1.954 1.382 0.842  -0.02
H -2.868 1.629 0.683  0.07
H -1.942 1.341 1.774  0.02
O -1.980 -0.178 -1.930  0.00
H -2.935 -0.154 -1.932  0.06
H -1.730 0.018 -1.084  -0.05
O 0.479 -2.725 -1.116  -0.04
H -0.210 -2.811 -1.769  0.03
H 0.627 -1.825 -0.927  -0.05
O -3.409 -0.402 2.340  -0.03
H -3.723 -1.155 2.735  -0.01
H -2.715 -0.712 1.750  -0.02
O 0.675 -0.181 0.338  -0.03
H -0.154 -0.342 0.780  -0.01
H 0.588 0.741 0.118  -0.02
O -1.166 2.974 -2.283  -0.07
H -0.572 2.820 -1.505  -0.02
H -1.455 3.873 -2.216  0.01
O 0.753 -0.098 -2.901  -0.04
H 0.637 -0.352 -3.841  0.09
H -0.117 -0.194 -2.505  0.00
O 3.180 -0.174 -1.263  -0.04
H 2.454 -0.043 -1.871  0.00
H 3.576 0.702 -1.142  0.05

Properties
E_LUMO, eV: -0.115

=====

Stability ranking, top entry: (ii); the second entry is 59.3 kcal/mol less favorable.

=====

(i)
A structure of composition BrH8LiO4. Source: OMol25; level of theory: wB97M-V/def2-TZVPD.

Last column: Löwdin charge in e.
Element x y z (Å)
Li -0.116 -3.177 -0.881  0.70
Br -0.003 -0.715 -0.521  -0.03
O -1.926 2.070 -0.253  -0.05
H -1.404 1.459 0.081  -0.16
H -1.452 2.136 -1.136  0.06
O 2.457 -0.457 1.744  -0.06
H 3.292 -0.703 1.528  -0.03
H 1.959 -0.041 1.023  -0.06
O -0.866 -1.070 2.990  0.00
H -1.679 -0.789 2.748  -0.03
H -0.527 -1.100 2.130  -0.09
O -0.155 0.729 -3.510  -0.09
H 0.571 1.300 -3.304  0.02
H -0.153 0.358 -2.639  -0.16

Properties
E_LUMO, eV: -1.682

=====

(ii)
A structure of composition BrH8LiO4. Source: OMol25; level of theory: wB97M-V/def2-TZVPD.

Last column: Löwdin charge in e.
Element x y z (Å)
Li 2.909 0.261 0.933  0.74
Br 0.630 0.348 -0.297  0.19
O -0.944 1.790 2.240  -0.19
H -0.567 1.325 1.423  -0.12
H -1.195 1.008 2.901  0.09
O 1.445 1.278 -3.441  -0.21
H 1.521 2.354 -3.372  0.11
H 1.074 0.839 -2.607  -0.09
O 0.108 -2.442 1.756  -0.05
H -0.576 -2.065 2.213  -0.02
H 0.274 -1.935 0.936  -0.05
O -1.677 -1.255 -0.975  -0.20
H -2.326 -0.582 -0.880  -0.01
H -0.674 -0.923 -0.834  -0.17

Properties
E_LUMO, eV: -1.774

=====

Stability ranking, top entry: (i); the second entry is 10.3 kcal/mol less favorable.

=====

(i)
A cluster of 2 separate species, C8H12N2O in total. Source: OMol25; level of theory: wB97M-V/def2-TZVPD.

Last column: Löwdin charge in e.
Element x y z (Å)
C -0.374 -2.666 3.773  0.00
N 0.745 -1.904 2.892  0.01
C 1.986 -1.664 3.484  -0.54
C 3.001 -0.712 3.031  -0.05
O 2.246 -2.149 4.662  -0.06
H -0.001 -2.916 4.660  0.00
H -1.282 -2.056 3.716  0.08
H -0.508 -3.745 3.425  0.10
H 0.442 -1.213 2.098  0.16
H 2.557 0.000 2.227  0.09
H 3.747 -1.285 2.198  0.15
H 3.479 -0.181 3.849  0.08
C -1.898 2.394 -2.662  -0.07
C -0.974 1.347 -2.533  -0.11
C -0.608 0.800 -3.664  -0.20
N -0.854 1.183 -4.957  0.07
C -1.763 2.132 -4.994  -0.19
C -2.131 2.916 -3.928  -0.07
H -2.234 2.830 -1.766  0.09
H -0.699 0.907 -1.493  0.14
H 0.037 -0.153 -3.859  0.14
H -2.039 2.449 -5.976  0.10
H -2.873 3.687 -4.181  0.11

Properties
E_LUMO, eV: 0.294

=====

(ii)
A structure of composition C8H12N2O. Source: OMol25; level of theory: wB97M-V/def2-TZVPD.

Last column: Löwdin charge in e.
Element x y z (Å)
C 2.152 -3.138 -0.298  -0.07
C 2.257 -1.669 -0.510  -0.59
C 0.598 0.248 -0.801  -0.08
C -2.115 1.245 -0.741  -0.13
C -0.927 2.009 -0.517  -0.14
C -0.535 2.116 0.826  -0.13
C -1.456 1.775 1.852  -0.03
C -2.652 1.058 1.494  -0.16
H 0.980 -3.447 -0.771  0.14
H 2.100 -3.614 0.983  0.18
H 2.938 -3.462 -1.088  0.09
H 0.426 -1.801 0.147  0.08
H 1.483 0.666 -1.348  0.09
H -0.164 0.084 -1.742  0.14
H 0.238 1.153 -0.100  0.01
H -2.323 0.691 -1.640  0.10
H -0.094 2.169 -1.207  0.11
H 0.296 2.628 1.124  0.10
H -1.174 1.836 2.930  0.11
H -3.340 0.797 2.336  0.11
N 1.042 -1.062 -0.123  0.01
N -2.919 0.758 0.241  0.05
O 3.189 -1.039 -1.048  0.01

Properties
E_LUMO, eV: 0.374

=====

Stability ranking, top entry: (i); the second entry is 69.1 kcal/mol less favorable.

=====

(i)
The ion C5H13N2O with charge +1. Source: OMol25; level of theory: wB97M-V/def2-TZVPD.

Last column: Löwdin charge in e.
Element x y z (Å)
N 1.457 0.712 -1.574  -0.01
C 1.988 -0.074 -0.457  -0.24
C 1.325 0.214 0.917  -0.15
C -0.192 0.430 1.004  -0.13
C -1.087 -0.684 0.385  -0.23
N -1.397 -0.370 -1.052  0.21
C -2.401 -0.547 1.107  -0.21
O -3.112 0.311 0.759  0.13
H 2.029 0.546 -2.407  0.10
H 1.597 1.696 -1.410  0.09
H 3.006 0.047 -0.411  0.09
H 1.865 -1.122 -0.748  0.12
H 1.525 -0.604 1.556  0.10
H 1.833 1.065 1.385  0.13
H -0.485 1.345 0.526  0.12
H -0.447 0.525 2.025  0.11
H -0.623 -1.617 0.499  0.14
H -1.686 -1.175 -1.554  0.15
H -0.439 0.071 -1.491  0.19
H -2.097 0.367 -1.015  0.14
H -2.656 -1.136 1.955  0.14

Properties
E_LUMO, eV: -3.198
Charge: +1

=====

(ii)
The ion C5H13N2O with charge +1. Source: OMol25; level of theory: wB97M-V/def2-TZVPD.

Last column: Löwdin charge in e.
Element x y z (Å)
N -2.626 1.930 1.363  0.07
C -1.410 1.680 0.795  -0.22
C -0.430 1.007 1.408  -0.12
C 0.789 0.431 0.724  -0.16
C 0.458 -0.473 -0.473  -0.27
N 1.287 -0.065 -1.701  0.23
C 0.690 -1.959 -0.248  -0.19
O 0.843 -2.616 -1.498  -0.04
H -2.882 1.516 2.240  0.10
H -3.322 2.488 0.913  0.09
H -1.368 2.086 -0.211  0.12
H -0.474 0.800 2.469  0.11
H 1.483 1.234 0.434  0.12
H 1.371 -0.175 1.420  0.12
H -0.579 -0.323 -0.764  0.14
H 0.850 -0.437 -2.542  0.17
H 2.185 -0.549 -1.625  0.17
H 1.418 0.940 -1.625  0.16
H 0.007 -2.409 0.466  0.15
H 1.673 -2.012 0.180  0.12
H 0.039 -3.096 -1.725  0.11

Properties
E_LUMO, eV: -3.222
Charge: +1

=====

Stability ranking, top entry: (i); the second entry is 7.6 kcal/mol less favorable.